This record from the OMol25 dataset describes 2 unconnected molecules or ions with the total composition C20H22F2N in a non-equilibrium geometry. The level of theory is wB97M-V/def2-TZVPD.

Output
Energy relative to the best compared isomer or geometry (same formula, charge and spin), kJ/mol: 67.5
Spin multiplicity: 1
HOMO, Eh: -0.459
LUMO, eV: -5.639
Net charge: +1

Last column: natural (NBO) charge in e.
Cartesian coordinates (Å):
C  -1.04  -0.02  0.67  -0.60
C  -0.49  -0.02  2.10  0.08
C  -1.04  1.20  2.82  -0.60
C  -1.03  -1.27  2.80  -0.60
N  0.95  -0.02  2.09  -0.50
C  2.13  -0.04  2.06  0.23
H  -0.72  -0.91  0.11  0.22
H  -2.13  -0.03  0.72  0.22
H  -0.73  0.88  0.12  0.22
H  -0.73  1.23  3.87  0.22
H  -0.74  2.13  2.32  0.22
H  -2.14  1.15  2.79  0.22
H  -0.71  -1.30  3.85  0.22
H  -2.12  -1.23  2.78  0.22
H  -0.71  -2.19  2.30  0.22
C  4.96  -6.19  2.02  -0.66
C  5.06  -4.71  1.96  0.04
C  4.93  -4.06  0.74  0.44
F  4.79  -4.84  -0.38  -0.32
C  4.94  -2.69  0.58  -0.20
C  5.22  -1.87  1.71  -0.17
C  5.39  -0.47  1.70  0.17
C  5.47  0.43  0.61  -0.17
C  5.49  0.09  -0.77  -0.20
C  5.45  1.09  -1.71  0.44
F  5.34  0.75  -3.04  -0.32
C  5.51  2.45  -1.42  0.03
C  5.52  3.45  -2.51  -0.65
C  5.58  2.79  -0.06  -0.22
C  5.56  1.83  0.92  -0.07
C  5.34  -2.53  2.97  -0.07
C  5.24  -3.90  3.09  -0.22
H  5.03  -6.50  3.06  0.23
H  4.02  -6.56  1.61  0.26
H  5.77  -6.69  1.47  0.26
H  4.73  -2.26  -0.39  0.23
H  5.51  -0.01  2.68  0.23
H  5.55  -0.95  -1.09  0.23
H  5.65  4.44  -2.07  0.23
H  6.34  3.28  -3.22  0.26
H  4.59  3.44  -3.09  0.26
H  5.65  3.85  0.21  0.24
H  5.60  2.10  1.98  0.23
H  5.51  -1.91  3.85  0.23
H  5.31  -4.38  4.06  0.24